Computed, not measured: a single C4H6N2O molecule, with the ωB97M-V functional and the def2-TZVPD basis.

```
13
Properties=species:S:1:pos:R:3:forces:R:3:lowdin_charge:R:1
O -1.02253 0.14357 -2.92021 0.6 -0.3 0.5 0.160
C -0.23448 -0.22628 -2.13584 -0.1 0.0 -0.3 -0.326
N 0.65283 -0.67279 -1.43348 -0.4 0.2 -0.4 0.139
C 0.79052 -0.51432 -0.00161 0.1 -0.1 0.2 -0.286
C 0.58245 0.94868 0.44101 0.2 0.2 0.0 -0.162
N -0.85837 0.64774 0.50036 -0.2 0.2 0.2 -0.044
C -0.53682 -0.76902 0.74297 -0.1 -0.3 0.0 -0.161
H 1.68487 -1.03992 0.33339 -0.2 0.1 -0.1 0.130
H 1.04231 1.13055 1.42442 -0.1 0.0 -0.1 0.111
H 0.88005 1.73372 -0.26155 -0.1 -0.1 0.1 0.113
H -1.40541 1.13218 1.20264 0.1 -0.1 0.0 0.103
H -1.22483 -1.50136 0.30782 0.1 0.1 0.0 0.113
H -0.35059 -1.01276 1.80008 0.0 0.0 -0.1 0.111
```
Positions in Å, forces in eV/Å.

Properties
- Total energy: -340.7334 a.u.
- E_LUMO: 0.86 eV
- Spin multiplicity: 1
- SMILES: O=C=NC1CNC1
- Energy above the lowest of the compared OMol25 structures with the same formula, charge and spin: 38.62 kcal/mol
- Highest occupied orbital energy: -9.59 eV